# 1
Molecular formula: C20H28GaIN5O2
Method: DFT, ωB97M-V/def2-TZVPD

```
57
Properties=species:S:1:pos:R:3:lowdin_charge:R:1
Ga -0.574 0.673 -0.039 0.32
C 0.029 2.431 -4.219 0.00
C 1.199 2.407 -3.286 -0.24
N 2.353 2.886 -3.712 0.17
C 3.445 2.868 -2.957 -0.04
C 3.461 2.368 -1.668 -0.10
C 4.775 2.331 -0.931 -0.17
O 4.844 1.242 -0.015 -0.07
C 2.229 1.889 -1.145 -0.05
C 2.152 1.577 0.247 0.03
N 1.181 0.976 0.889 0.00
C 1.326 0.757 2.284 -0.32
C 2.541 0.346 2.834 0.01
C 2.664 0.132 4.197 -0.01
C 1.578 0.311 5.042 -0.02
C 0.352 0.701 4.521 -0.11
C 0.259 0.905 3.159 -0.52
I -1.625 1.546 2.353 1.29
C 1.097 1.881 -1.991 -0.20
O -0.103 1.404 -1.602 -0.08
H 0.379 2.701 -5.211 0.10
H -0.710 3.170 -3.901 0.10
H -0.459 1.455 -4.262 0.08
H 4.346 3.262 -3.412 0.14
H 4.921 3.285 -0.407 0.15
H 5.570 2.252 -1.674 0.14
H 5.770 1.078 0.194 0.11
H 2.989 1.908 0.851 0.14
H 3.389 0.195 2.176 0.13
H 3.617 -0.181 4.601 0.13
H 1.671 0.151 6.108 0.13
H -0.498 0.854 5.172 0.12
N -3.919 -3.921 0.491 0.26
C -3.312 -2.640 1.037 -0.25
C -3.922 -1.397 0.385 -0.07
C -3.279 -0.956 -0.953 -0.28
N -2.568 0.353 -0.816 0.06
C -2.297 -1.981 -1.515 -0.08
C -1.238 -2.438 -0.505 -0.29
N -0.155 -1.415 -0.460 0.09
C -1.790 -2.642 0.926 -0.07
H -4.928 -3.949 0.666 0.19
H -3.516 -4.744 0.948 0.19
H -3.780 -4.021 -0.515 0.16
H -3.580 -2.642 2.093 0.17
H -3.820 -0.589 1.111 0.10
H -4.997 -1.535 0.253 0.14
H -4.078 -0.814 -1.682 0.16
H -3.203 1.039 -0.408 0.11
H -2.390 0.710 -1.760 0.12
H -1.790 -1.539 -2.377 0.14
H -2.841 -2.837 -1.918 0.13
H -0.807 -3.373 -0.868 0.16
H 0.263 -1.340 -1.389 0.13
H 0.604 -1.741 0.140 0.14
H -1.454 -1.807 1.547 0.11
H -1.370 -3.544 1.376 0.14
```

Properties
Frontier orbital gap (eV): 7.19
Charge: +3

***

# 2
Molecular formula: C20H28N2NbSi
Method: DFT, ωB97M-V/def2-TZVPD

```
52
Properties=species:S:1:pos:R:3:lowdin_charge:R:1
C 0.148 -1.025 3.498 -0.18
C -1.201 -0.902 2.953 -0.15
C -1.355 -1.915 1.953 -0.11
H -1.936 -0.234 3.377 0.15
C -0.045 -2.520 1.696 -0.20
C 0.836 -2.050 2.751 -0.14
H 1.824 -2.464 2.983 0.15
H 0.413 -0.612 4.480 0.15
H -2.322 -2.314 1.598 0.16
H 0.227 -3.238 0.934 0.12
Nb 0.307 -0.370 1.407 1.51
C 1.057 -2.573 -2.454 -0.09
H 1.275 -2.631 -3.532 0.10
H 1.658 -3.205 -1.810 0.06
H -0.008 -2.987 -2.331 0.11
Si -0.011 -0.906 -1.135 0.85
C -0.605 0.655 -0.334 -0.56
C -1.913 0.706 0.239 -0.11
H -2.542 -0.181 0.381 0.11
C -2.500 2.000 0.323 0.01
H -3.553 2.078 0.623 0.14
C -1.753 3.147 0.069 0.01
H -2.248 4.127 0.074 0.15
C -0.375 3.081 -0.212 -0.02
H 0.203 4.000 -0.257 0.14
C 0.216 1.845 -0.459 -0.11
H 1.197 1.706 -0.933 0.12
C -0.893 -0.502 -2.800 -0.31
C -2.290 -0.697 -2.699 -0.09
H -2.693 -1.149 -1.769 0.11
C -3.104 -0.285 -3.785 -0.02
H -4.175 -0.457 -3.685 0.13
C -2.500 0.346 -4.883 -0.03
H -3.140 0.819 -5.639 0.13
C -1.108 0.443 -5.011 -0.03
H -0.629 0.887 -5.906 0.14
C -0.298 -0.009 -3.960 -0.09
H 0.789 0.044 -3.979 0.11
H 1.281 -1.321 -0.109 0.04
H 1.641 -1.616 -2.286 0.05
N 1.152 1.486 2.597 -0.06
C 2.315 1.194 3.446 -0.19
C 3.298 0.297 2.712 -0.16
N 2.785 -0.027 1.330 -0.02
H 1.412 2.143 1.851 0.10
H 0.416 1.964 3.105 0.13
H 2.782 2.159 3.709 0.15
H 1.991 0.701 4.361 0.11
H 4.254 0.832 2.599 0.14
H 3.476 -0.649 3.244 0.13
H 3.382 -0.663 0.864 0.10
H 2.861 0.845 0.810 0.10
```

Properties
Frontier orbital gap (spin up / spin down) (eV): 5.76 / 5.81
Charge: +3

***

# 3
Molecular formula: C20H28N2O3
Method: DFT, ωB97M-V/def2-TZVPD

```
53
Properties=species:S:1:pos:R:3:lowdin_charge:R:1
C -3.704 3.520 -2.487 -0.07
H -3.216 2.553 -2.388 0.08
H -4.289 3.517 -3.404 0.08
H -2.936 4.284 -2.569 0.08
C -4.608 3.794 -1.288 -0.43
C -5.304 5.146 -1.440 -0.08
H -5.964 5.128 -2.304 0.08
H -4.581 5.943 -1.590 0.07
H -5.900 5.376 -0.559 0.08
C -3.848 3.680 0.043 -0.15
C -2.705 4.681 0.241 -0.18
H -2.412 4.703 1.299 0.12
O -1.576 4.436 -0.573 -0.06
C -0.762 3.383 -0.313 -0.27
C 0.232 3.143 -1.266 0.01
C 1.127 2.113 -1.097 -0.01
C 1.053 1.276 0.017 -0.14
C 0.075 1.527 0.971 -0.02
C -0.823 2.567 0.814 -0.01
H -1.559 2.737 1.585 0.11
H 0.018 0.931 1.871 0.11
C 2.055 0.182 0.132 -0.45
O 3.142 0.231 -0.416 0.06
N 1.679 -0.868 0.905 0.07
H 0.721 -0.956 1.201 0.12
C 2.498 -2.045 1.031 -0.12
H 2.484 -2.386 2.070 0.13
H 3.512 -1.748 0.753 0.12
C 2.027 -3.184 0.086 -0.24
C 0.766 -3.817 0.598 -0.24
C 0.281 -5.082 0.444 -0.02
C -0.963 -5.118 1.122 -0.06
C -1.145 -3.874 1.635 -0.12
O -0.103 -3.077 1.324 0.02
H -1.934 -3.441 2.216 0.12
H -1.624 -5.955 1.211 0.10
H 0.757 -5.880 -0.085 0.11
N 3.010 -4.223 -0.163 -0.24
C 4.045 -3.833 -1.097 -0.09
H 4.716 -3.053 -0.710 0.09
H 4.643 -4.713 -1.333 0.08
H 3.585 -3.470 -2.014 0.09
C 3.565 -4.814 1.037 -0.09
H 4.071 -5.739 0.762 0.09
H 2.759 -5.053 1.727 0.09
H 4.291 -4.162 1.544 0.09
H 1.808 -2.719 -0.886 0.16
H 1.903 1.930 -1.825 0.12
H 0.280 3.789 -2.128 0.12
H -3.027 5.687 -0.038 0.12
H -4.555 3.825 0.863 0.12
H -3.445 2.668 0.122 0.11
H -5.385 3.020 -1.262 0.13
```

Properties
Frontier orbital gap (eV): 8.98

***

# 4
Molecular formula: C20H28N2O4
Method: DFT, ωB97M-V/def2-TZVPD

```
54
Properties=species:S:1:pos:R:3:lowdin_charge:R:1
O 2.546 -0.287 -1.410 0.16
C 2.824 0.352 -0.494 -0.60
N 1.830 1.015 0.226 0.18
C 0.342 0.847 0.022 -0.19
C -0.509 1.314 0.836 -0.07
C -1.966 1.394 0.904 -0.02
C -2.581 0.727 -0.076 -0.11
C -1.690 0.263 -1.310 0.08
C -0.352 0.277 -1.145 0.00
H 0.365 -0.271 -1.795 0.11
H -2.191 -0.039 -2.016 0.01
O -3.941 0.864 -0.581 -0.01
C -4.697 1.196 0.321 -0.35
C -6.143 1.359 -0.025 -0.42
O -6.878 2.247 -0.226 0.10
N -6.680 0.024 -0.304 -0.05
C -5.902 -1.378 -0.234 -0.13
H -4.960 -1.144 0.162 0.12
C -6.645 -1.991 0.609 -0.23
H -6.348 -3.052 0.848 0.15
O -8.119 -2.268 0.131 -0.14
C -8.844 -0.924 0.250 -0.08
H -9.735 -1.123 -0.217 0.10
C -8.044 -0.050 -0.704 -0.17
H -8.446 1.057 -1.153 0.18
H -7.894 -0.523 -1.887 0.18
H -8.785 -0.714 1.076 -0.02
H -6.713 -1.481 1.644 0.17
H -5.977 -1.736 -1.158 0.10
H -4.611 0.871 1.500 0.19
H -4.494 2.560 0.483 0.20
H -2.544 1.942 1.479 0.04
H -0.064 2.025 1.865 0.19
H 1.929 1.308 1.056 0.02
C 4.011 0.574 0.107 -0.16
C 5.195 0.242 -0.719 -0.31
C 6.566 0.256 -0.325 -0.21
C 6.776 -0.535 1.410 -0.07
H 6.766 0.151 2.027 0.01
C 8.023 -1.122 1.077 -0.28
H 8.073 -2.372 0.862 0.17
H 8.586 -1.155 2.138 0.14
C 8.724 -0.552 -0.135 -0.30
H 9.551 -1.244 -0.614 0.16
H 9.162 0.480 0.126 0.15
C 7.816 -0.260 -1.113 -0.23
H 7.986 0.457 -1.796 0.08
H 7.488 -1.249 -1.590 0.16
H 6.016 -1.199 1.191 0.07
H 6.537 1.383 0.108 0.16
H 5.141 0.546 -1.795 0.15
H 4.988 -0.984 -0.937 0.18
H 4.368 1.783 0.088 0.21
H 4.145 0.135 1.209 0.19
```

Properties
Frontier orbital gap (eV): 9.31

***

In order of appearance, strongest force on any atom = 0.99 5.15 1.06 18.02 eV Å⁻¹.
In order of appearance, energy above the lowest of the compared OMol25 structures with the same formula, charge and spin = 0.000 0.000 2.400 21.281 eV.
In order of appearance, calculated total energy = -93192.950 -33570.205 -30316.716 -32346.104 eV.